Entry 1:
ORCA calculation (the ωB97M-V functional and the def2-TZVPD basis) on C3H6ClF in the gas phase.

## Properties
2S+1 = 1
lowest unoccupied orbital energy = 0.037 Eh
structure (SMILES) = CC[C@H](F)Cl
HOMO-LUMO gap = 12.017 eV
highest occupied orbital energy = -11.02 eV
molar mass = 96.5 g mol⁻¹
DFT total energy = -18446.3580 eV

Geometry as XYZ:
```
11
Properties=species:S:1:pos:R:3:forces:R:3
C 1.2391 -0.3198 -0.0594 1.78 2.40 -1.30
C -0.0610 0.3366 0.6170 4.86 2.55 0.12
C -1.1001 -0.1225 -0.2384 -2.39 -1.40 -1.05
F -0.8413 -0.1622 -1.6142 -0.71 1.02 0.26
Cl -2.4927 0.9164 0.0804 -0.74 -0.40 -0.37
H 2.2545 0.3656 0.0466 -2.67 -1.77 0.23
H 1.5644 -1.4415 0.1975 -1.29 2.52 -0.89
H 0.8399 0.0186 -1.1583 2.57 -2.06 2.22
H -0.1944 0.0576 1.6565 -0.37 0.04 0.00
H 0.0255 1.5300 0.5316 0.01 -2.67 0.32
H -1.2341 -1.1790 -0.0593 -1.04 -0.24 0.47
```
Forces are in eV/Å.

***

Entry 2:
ORCA calculation (the ωB97M-V functional and the def2-TZVPD basis) on a molecular structure, C3H6ClFN2.

## Properties
2S+1 = 1
lowest unoccupied orbital energy = 0.026 Eh
HOMO-LUMO gap = 9.370 eV
highest occupied orbital energy = -8.66 eV
molar mass = 124.5 g mol⁻¹
DFT total energy = -21424.5030 eV

Geometry as XYZ:
```
13
Properties=species:S:1:pos:R:3:forces:R:3
C -0.3907 -1.1600 0.2562 3.13 -2.25 1.62
C 0.1680 0.2154 0.0691 -0.49 1.85 0.18
C 1.6524 0.6801 0.3164 -0.96 -0.17 0.33
H 0.5821 -1.4001 0.9668 -2.65 -1.32 -1.57
H -1.3509 -1.2246 0.9044 1.68 0.44 -1.01
H -0.5280 -1.8717 -0.6692 0.83 1.19 1.88
H -2.4425 1.3110 -0.7052 -3.30 1.64 0.19
H -1.9855 -0.5729 -0.7721 0.51 5.38 -0.17
H 2.0805 0.4469 1.2892 -0.70 0.63 0.53
N -0.7024 1.1274 -0.1876 3.18 0.18 -0.73
N -1.7347 0.6974 -0.8386 -0.84 -6.05 -0.64
F 1.8493 2.0063 -0.0012 -0.60 -0.88 0.45
Cl 2.8023 -0.2551 -0.6282 0.23 -0.64 -1.06
```
Forces are in eV/Å.

***

Entry 3:
ORCA calculation (the ωB97M-V functional and the def2-TZVPD basis) on a gas-phase ion, C3H6ClN2O (charge +1).

## Properties
2S+1 = 1
lowest unoccupied orbital energy = -0.206 Eh
structure (SMILES) = C=N/C(Cl)=[NH+]/OC
HOMO-LUMO gap = 8.616 eV
highest occupied orbital energy = -14.23 eV
molar mass = 121.5 g mol⁻¹
DFT total energy = -20747.4767 eV
charge = +1

Geometry as XYZ:
```
13
Properties=species:S:1:pos:R:3:forces:R:3
C 2.8898 1.1750 0.0737 2.97 1.78 3.32
N 1.7204 0.8815 -0.1495 -3.72 -1.51 -2.46
C 0.9203 -0.2050 -0.0989 -0.76 1.21 1.81
Cl 1.6275 -1.6915 0.1646 -0.25 -0.75 -0.48
N -0.4098 -0.0355 -0.0716 0.53 0.24 -0.39
O -1.3128 -1.0804 -0.0653 4.04 -1.44 1.03
C -2.6614 -0.7614 -0.0889 0.12 1.00 -0.37
H 3.4898 0.9154 1.0038 -0.65 -0.80 -1.11
H 3.3358 2.0533 -0.3834 -0.08 -0.09 -0.73
H -0.7875 0.9181 -0.0918 0.16 -0.33 -0.16
H -2.9105 -0.1227 0.7257 -0.44 0.80 0.49
H -3.1599 -1.6885 0.0488 -0.42 -0.78 -0.16
H -2.7416 -0.3582 -1.0671 -1.51 0.67 -0.79
```
Forces are in eV/Å.

***

Entry 4:
ORCA calculation (the ωB97M-V functional and the def2-TZVPD basis) on a molecular structure, C3H6ClN3O.

## Properties
2S+1 = 1
lowest unoccupied orbital energy = -0.023 Eh
HOMO-LUMO gap = 7.557 eV
highest occupied orbital energy = -8.19 eV
molar mass = 135.6 g mol⁻¹
DFT total energy = -22238.1833 eV

Geometry as XYZ:
```
14
Properties=species:S:1:pos:R:3:forces:R:3
C -0.1475 -0.7909 0.9692 -3.89 -4.50 -0.40
C 1.5175 0.4536 0.0846 2.24 0.28 3.50
C 2.1735 1.0702 -0.8606 1.76 0.39 -4.51
H -2.5363 0.7203 0.6389 0.15 -4.78 -2.32
H -3.7754 -1.1978 0.0444 4.72 1.89 0.54
H 0.6402 -1.3799 1.5127 -1.35 0.72 0.31
H -1.3546 -0.3396 -0.9044 0.96 2.13 -0.42
H 1.6733 0.3439 1.2366 1.27 1.08 -2.36
H 1.9040 0.8813 -2.1762 0.79 0.94 4.75
N -2.3440 -0.5614 0.0488 -3.69 2.03 2.92
N -1.4361 -1.2154 0.9936 1.62 1.17 1.07
N 0.3989 -0.2420 -0.1058 -1.85 1.06 -1.23
O -0.4803 0.3714 -0.9714 -0.94 -1.61 -1.44
Cl 3.7669 1.8863 -0.5105 -1.79 -0.78 -0.40
```
Forces are in eV/Å.

***

Entry 5:
ORCA calculation (the ωB97M-V functional and the def2-TZVPD basis) on a gas-phase ion, C3H6ClN4O3S (charge +1).

## Properties
2S+1 = 1
lowest unoccupied orbital energy = -0.193 Eh
structure (SMILES) = [H]/N=[N+]1/C[C@H](C=O)N(Cl)S(=O)(=O)N1
HOMO-LUMO gap = 8.958 eV
highest occupied orbital energy = -14.22 eV
molar mass = 213.6 g mol⁻¹
DFT total energy = -38654.9736 eV
charge = +1

Geometry as XYZ:
```
18
Properties=species:S:1:pos:R:3:forces:R:3
H 1.9531 -0.8362 2.2785 -1.31 -0.80 -1.32
N 1.8199 -0.9302 1.2268 5.80 0.39 4.58
N 0.8285 -0.8989 0.6263 -3.91 -0.91 -1.64
C 0.9946 -0.5320 -0.7416 -0.17 1.84 -3.44
C 0.1307 0.7606 -0.9765 1.26 -0.07 1.96
C 0.6598 1.9098 -0.0863 1.03 0.71 0.66
O 1.2723 1.7609 0.9586 -1.19 -0.13 -1.85
N -1.2751 0.6434 -0.6853 -3.30 -1.93 0.86
Cl -2.2810 1.9348 -0.0933 0.97 -0.26 -0.26
S -1.7898 -0.8656 -0.0929 -0.91 2.22 4.05
O -2.9075 -0.8584 0.8468 2.19 0.39 -2.60
O -1.5644 -1.8252 -1.0675 0.01 -1.39 -1.81
N -0.4724 -0.9906 1.0469 0.43 0.20 -0.24
H 0.6425 -1.1734 -1.5228 -0.59 -1.40 0.43
H 2.0674 -0.3770 -1.0962 -1.31 0.20 1.50
H 0.1545 0.8888 -2.0128 0.74 0.99 -1.65
H 0.4197 2.9044 -0.4938 0.12 0.08 0.26
H -0.6529 -1.5153 1.8850 0.15 -0.14 0.51
```
Forces are in eV/Å.

***

Entry 6:
ORCA calculation (the ωB97M-V functional and the def2-TZVPD basis) on C3H6ClNO in the gas phase.

## Properties
2S+1 = 1
lowest unoccupied orbital energy = 0.030 Eh
structure (SMILES) = CNC(=O)CCl
HOMO-LUMO gap = 10.774 eV
highest occupied orbital energy = -9.96 eV
molar mass = 107.5 g mol⁻¹
DFT total energy = -19268.5659 eV

Geometry as XYZ:
```
12
Properties=species:S:1:pos:R:3:forces:R:3
C 1.6498 -0.9405 -0.0529 1.33 -0.62 0.33
N 0.2430 -0.6301 0.0133 1.59 1.05 -0.74
C -0.1383 0.6496 -0.1030 -0.62 2.12 1.70
O 0.5746 1.6573 -0.0272 -0.18 -1.41 -0.88
C -1.6423 0.9564 -0.0025 0.42 0.10 -0.02
Cl -2.6488 -0.4847 -0.0545 -0.72 -0.42 -0.18
H 1.9671 -1.4905 -0.9653 -0.57 0.28 0.40
H 2.1928 0.0129 -0.0558 -0.16 -0.29 0.09
H 2.0179 -1.5447 0.8180 -0.56 0.57 -0.61
H -0.4314 -1.3057 0.2274 -0.94 -0.99 -0.01
H -1.8324 1.4349 0.9533 0.24 -0.05 0.15
H -1.9519 1.6849 -0.7510 0.15 -0.33 -0.22
```
Forces are in eV/Å.